The following is a quantum chemistry calculation of a 2-piece molecular cluster, C13H21FN2O5 overall at a distorted geometry, from the OMol25 dataset.

Values from the calculation:
**SMILES**: CNC(=O)[C@@H]1CCCN1C(C)=O.O=C(O)C(=O)CCCF

Last column: Löwdin charge in e.
CARTESIAN COORDINATES (ANGSTROEM)
C -1.46787 -4.01109 -1.86002  -0.052
N -1.09646 -3.26225 -0.66024  0.023
C -1.05451 -1.92491 -0.59634  -0.450
O -1.32766 -1.22600 -1.56349  0.063
C -0.55736 -1.30631 0.72366  -0.204
C -1.01658 -1.98194 2.00866  -0.130
C -0.41633 -1.03318 3.05585  -0.140
C -0.27534 0.32101 2.34963  -0.137
N -0.79731 0.12033 1.00096  -0.007
C -1.80376 0.95048 0.63274  -0.478
C -3.08937 0.43614 0.00805  0.015
O -1.75113 2.15174 0.88255  0.043
H -1.33656 -5.08169 -1.69804  0.085
H -0.84124 -3.69694 -2.69751  0.089
H -2.50948 -3.80859 -2.11558  0.088
H -0.83045 -3.78541 0.15858  0.122
H 0.52228 -1.44961 0.68466  0.146
H -0.61599 -2.99092 2.11211  0.110
H -2.10647 -1.98011 2.07004  0.122
H 0.57075 -1.38800 3.35622  0.113
H -1.06943 -0.95862 3.92621  0.111
H -0.85318 1.06631 2.89892  0.128
H 0.76777 0.62998 2.33122  0.106
H -3.91272 1.06423 0.34353  0.087
H -3.01119 0.51108 -1.07480  0.085
H -3.28557 -0.59010 0.30484  0.071
O 1.14712 4.76010 -2.98912  0.126
C 1.45539 4.24898 -1.92077  -0.409
O 1.86216 4.99728 -0.85483  0.112
C 1.41489 2.76037 -1.76475  -0.252
O 1.18326 2.00242 -2.70880  0.137
C 1.71924 2.15305 -0.38623  -0.099
C 1.95080 0.63318 -0.38154  -0.174
C 3.25209 0.20417 -1.04135  -0.225
F 3.68673 -0.92221 -0.41888  -0.038
H 1.79878 5.92041 -1.15071  0.133
H 2.59727 2.64837 0.03747  0.123
H 0.87229 2.38549 0.26477  0.114
H 1.99249 0.30516 0.65789  0.096
H 1.12155 0.12400 -0.88033  0.103
H 3.09812 0.02026 -2.10966  0.123
H 4.01301 0.98338 -0.93555  0.121

Cartesian forces (eV/Å) of the 6 atoms listed first:
0.056 0.536 -0.052
0.159 -1.092 0.653
-0.185 1.559 -0.698
0.140 -0.220 0.276
-0.929 -0.566 -0.212
0.260 0.136 0.177



The following is a quantum chemistry calculation of a 5-piece molecular cluster, C9H21F6NO6 overall at a distorted geometry, from the OMol25 dataset.

Values from the calculation:
**Total charge**: -2

Last column: Löwdin charge in e.
CARTESIAN COORDINATES (ANGSTROEM)
N 0.05545 -0.62261 -1.89056  0.209
H 0.50023 -0.32426 -2.85503  0.020
H 0.82865 -0.71348 -1.18682  0.071
H -0.34213 -1.55055 -1.98924  0.076
H -0.67668 0.08050 -1.66083  0.079
O 1.56720 0.07533 -3.83760  -0.497
H 1.68024 -0.16938 -4.76116  -0.157
C -2.19847 2.35446 -1.40517  -0.548
O -1.71618 1.22077 -0.53584  -0.170
O -1.94566 2.17780 -2.63775  -0.119
C -3.68630 2.45531 -1.03391  -0.551
F -3.89100 2.69799 0.29116  0.084
F -4.29688 3.49310 -1.65468  0.096
F -4.39903 1.35737 -1.33866  0.117
C -1.12181 1.53129 0.69577  -0.299
C -1.11791 0.26814 1.55496  -0.079
H -0.65017 -0.55214 1.01625  0.052
H -0.53743 0.47559 2.45960  0.064
H -2.13583 -0.01774 1.82819  0.071
H -1.67915 2.30757 1.22990  0.100
H -0.07274 1.83700 0.57031  0.121
H -1.66575 3.25303 -0.97946  0.142
C 2.14626 -1.13040 1.27522  -0.537
O 3.43582 -0.89902 1.94205  -0.094
O 2.15881 -0.85010 0.01880  -0.128
C 1.79704 -2.59318 1.57165  -0.553
F 0.57676 -2.91241 1.11860  0.120
F 2.64801 -3.48453 1.03453  0.124
F 1.75975 -2.86658 2.91488  0.079
C 3.45024 0.14164 2.85600  -0.325
C 4.76405 0.91272 2.69971  -0.095
H 4.79637 1.27736 1.67061  0.077
H 4.87541 1.70832 3.44039  0.057
H 5.63560 0.25851 2.80497  0.061
H 3.41756 -0.28702 3.87413  0.107
H 2.64481 0.87616 2.75844  0.111
H 1.38311 -0.52381 1.82512  0.110
C -3.18754 -1.54444 -2.32256  -0.131
O -2.27065 -2.47359 -1.72417  -0.143
H -3.96673 -1.26546 -1.61518  0.069
H -2.65798 -0.64846 -2.64675  0.068
H -3.64467 -2.01107 -3.20133  0.073
H -2.26070 -3.31971 -2.17453  0.066

Cartesian forces (eV/Å) of the 6 atoms listed first:
-0.028 0.145 -0.239
0.964 0.037 -0.329
-0.196 0.483 -0.025
-0.331 0.181 0.089
0.544 -0.494 0.329
-0.140 -0.159 -0.058



The following is a quantum chemistry calculation of a 3-piece molecular cluster, C16H47BN6O4P3 overall at a distorted geometry, from the OMol25 dataset.

Values from the calculation:
**Total charge**: -1

Last column: Löwdin charge in e.
CARTESIAN COORDINATES (ANGSTROEM)
C 3.24743 0.25544 1.96331  -0.326
P 2.45681 1.88476 2.33530  0.885
C 3.34156 3.26166 1.47935  -0.312
C 0.69431 2.00584 1.71208  -0.507
C -0.20191 0.70115 1.74708  -0.217
O -0.38934 0.39977 0.37338  -0.135
B 0.53706 1.25780 -0.42945  -0.654
O 0.60964 2.47662 0.38790  -0.147
H 2.84897 -0.25298 1.08517  -0.014
H 3.18647 -0.43701 2.80851  0.013
H 4.32038 0.40418 1.78052  0.027
H 4.03456 3.78593 2.14140  0.007
H 2.57264 3.99594 1.21299  0.027
H 3.84380 2.97076 0.55101  0.033
H 0.29711 2.86522 2.27484  0.090
H -1.12055 0.79398 2.35196  0.083
H 0.29056 -0.17641 2.20933  0.099
H 0.33295 1.36957 -1.61711  0.052
H 1.64160 0.72236 -0.25834  0.058
O 5.15082 -0.13976 -1.42602  -0.289
P 5.09459 -0.65239 -2.84905  0.719
N 4.96444 0.86914 -3.65407  -0.301
C 4.40688 1.07749 -4.97362  -0.141
C 6.12603 1.73554 -3.48650  -0.151
N 3.54800 -1.42182 -2.72954  -0.342
C 2.32765 -0.73765 -3.14414  -0.122
C 3.31036 -2.09557 -1.45228  -0.139
N 5.43385 -1.53081 -4.35324  -0.284
C 4.78903 -2.81719 -4.63482  -0.136
C 6.89626 -1.74185 -4.48039  -0.147
H 5.07958 0.75164 -5.78063  0.074
H 4.20927 2.14326 -5.11657  0.083
H 3.45119 0.58016 -5.10979  0.051
H 6.94540 1.45906 -4.16885  0.065
H 6.50479 1.68671 -2.46553  0.069
H 5.85817 2.77704 -3.67681  0.079
H 2.23730 0.26433 -2.71531  0.071
H 1.44014 -1.30275 -2.85647  0.088
H 2.26571 -0.67822 -4.23650  0.054
H 2.98721 -1.40031 -0.67445  0.055
H 4.21527 -2.59924 -1.10329  0.069
H 2.53984 -2.86228 -1.57208  0.081
H 4.90503 -3.53661 -3.82064  0.083
H 5.22720 -3.25285 -5.53920  0.076
H 3.73218 -2.68858 -4.84935  0.072
H 7.26714 -2.45686 -3.73825  0.078
H 7.43493 -0.80123 -4.33398  0.064
H 7.15309 -2.10639 -5.47631  0.074
O -5.08010 -2.41145 3.01479  -0.303
P -5.43242 -0.94188 3.10977  0.719
N -7.15475 -1.10427 3.06404  -0.309
C -8.08526 -0.07525 2.64835  -0.145
C -7.71859 -1.82228 4.20236  -0.154
N -4.81516 -0.48224 1.55852  -0.346
C -5.67964 -0.41572 0.39656  -0.139
C -3.55729 -1.13969 1.19052  -0.131
N -5.50593 0.75594 3.60236  -0.281
C -4.62123 1.75692 2.98820  -0.117
C -5.31515 0.85286 5.07155  -0.141
H -8.21715 0.71428 3.40147  0.077
H -9.06502 -0.52686 2.46686  0.080
H -7.80067 0.39703 1.71269  0.049
H -7.81494 -1.17538 5.08757  0.067
H -7.09549 -2.67470 4.47287  0.069
H -8.70778 -2.21601 3.95665  0.076
H -6.28206 -1.32492 0.26251  0.086
H -5.08996 -0.26241 -0.50858  0.083
H -6.34168 0.45399 0.44354  0.054
H -3.71966 -2.14764 0.79196  0.079
H -2.89709 -1.22104 2.05403  0.072
H -3.02255 -0.55450 0.43967  0.082
H -3.56877 1.46913 3.01835  0.080
H -4.72913 2.70833 3.51809  0.081
H -4.90593 1.95621 1.95973  0.076
H -4.29105 0.60059 5.36194  0.083
H -5.98833 0.16628 5.59383  0.063
H -5.54258 1.85808 5.42821  0.076

Cartesian forces (eV/Å) of the 6 atoms listed first:
0.362 -0.189 -0.636
-0.158 -0.124 1.922
-0.293 -0.046 -0.594
-0.176 0.741 -0.886
1.143 -0.385 -0.767
-1.360 -0.082 0.584



The following is a quantum chemistry calculation of an isolated molecule of C2H3NOS at a distorted geometry, from the OMol25 dataset.

Values from the calculation:
**ΔE to the lowest compared entry with this formula, charge and spin**: 191.73 kJ/mol

Last column: Löwdin charge in e.
CARTESIAN COORDINATES (ANGSTROEM)
C 1.29100 0.38563 -0.45819  -0.009
C 0.16233 -0.20880 -0.80273  -0.228
N -0.86557 -0.49588 0.24772  -0.323
O -2.42594 -0.68329 2.04551  -0.508
S -1.57305 0.25501 1.34801  0.874
H 2.07369 0.60791 -1.16332  0.052
H 1.48299 0.64642 0.57205  0.053
H -0.14545 -0.50699 -1.78905  0.090

Cartesian forces (eV/Å) of the 6 atoms listed first:
0.229 -0.020 -0.095
-1.847 0.660 2.651
1.460 0.220 -1.922
-0.245 0.723 0.566
0.384 -1.319 -0.943
0.034 -0.114 -0.236



The following is a quantum chemistry calculation of an isolated molecule of C6H13NO4 at a distorted geometry, from the OMol25 dataset.

Values from the calculation:
**ΔE to the lowest compared entry with this formula, charge and spin**: 68.51 kJ/mol
**SMILES**: OC[C@H]1NC[C@H](O)[C@@H](O)[C@@H]1O

Last column: Löwdin charge in e.
CARTESIAN COORDINATES (ANGSTROEM)
O -2.64918 -0.47594 0.18766  -0.092
C -1.92049 0.70206 -0.14480  -0.186
C -0.64400 0.26187 -0.92589  -0.231
N 0.31078 1.37266 -0.94350  -0.012
C 1.08945 1.49739 0.25585  -0.165
C 1.66374 0.17900 0.87399  -0.268
O 2.76665 -0.21670 0.04003  -0.043
C 0.58754 -0.92314 0.97894  -0.268
O -0.40916 -0.46677 1.89095  -0.019
C -0.07615 -1.10639 -0.36852  -0.299
O 0.83478 -1.65032 -1.27156  -0.029
H -3.58015 -0.27360 0.38935  0.113
H -1.67159 1.24686 0.77834  0.120
H -2.52021 1.32604 -0.77847  0.113
H -0.94499 0.05439 -1.94281  0.140
H 0.96578 1.22620 -1.74678  0.134
H 0.49878 2.04330 0.96957  0.104
H 1.96884 2.09466 -0.06153  0.132
H 2.06844 0.35107 1.89676  0.158
H 2.43064 -0.78495 -0.68043  0.071
H 1.05213 -1.84037 1.36617  0.161
H -1.27136 -0.77539 1.57973  0.068
H -0.93335 -1.81874 -0.27345  0.158
H 0.38308 -2.02323 -2.06961  0.139

Cartesian forces (eV/Å) of the 6 atoms listed first:
-0.902 -0.330 0.255
0.672 -0.134 0.032
-0.283 -0.199 1.321
0.304 -1.272 -1.922
1.239 -0.035 0.555
0.097 0.423 -0.459



The following is a quantum chemistry calculation of a 2-piece molecular cluster, C4H8O3 overall, from the OMol25 dataset.

Values from the calculation:
**ΔE to the lowest compared entry with this formula, charge and spin**: 150.30 kJ/mol
**SMILES**: C=CCOC=O.O

Last column: Löwdin charge in e.
CARTESIAN COORDINATES (ANGSTROEM)
C -1.80953 0.58454 -0.65678  0.012
C -0.64010 0.14941 -1.11848  -0.157
C -0.03805 -1.17095 -0.73828  -0.167
O 1.36133 -1.02859 -0.43118  -0.018
C 1.67042 -0.84946 0.85345  -0.341
O 0.88990 -0.84305 1.77373  0.049
H -2.24398 1.51980 -1.00028  0.067
H -2.37943 0.01633 0.07587  0.075
H -0.07592 0.73499 -1.84354  0.117
H -0.06275 -1.86050 -1.58662  0.132
H -0.55665 -1.61670 0.11383  0.123
H 2.75752 -0.73037 0.95321  0.154
O 0.65637 1.98535 1.19022  -0.060
H -0.09725 1.85693 0.60050  -0.001
H 0.56811 1.25226 1.81436  0.015

Cartesian forces (eV/Å) of the 6 atoms listed first:
0.132 -0.073 -0.083
-0.231 0.040 0.011
-0.210 -0.070 -0.046
0.080 0.044 0.120
-0.162 -0.091 0.279
0.327 -0.035 -0.359



| no. | HOMO (eV) | frontier orbital gap (eV) |
| --- | --- | --- |
| 1 | -9.4866 | 9.26 |
| 2 | -1.3077 | 6.36 |
| 3 | -3.7176 | 5.80 |
| 4 | -9.6676 | 9.05 |
| 5 | -8.7122 | 9.15 |
| 6 | -10.5422 | 11.43 |